(1)
C33H47InNO2SSi3 | ωB97M-V with the def2-TZVPD basis set

Atoms and positions in Å:
In: 1.036 0.420 0.675
C: -1.697 2.534 0.641
O: -1.511 1.115 0.647
Si: -2.779 0.054 0.668
C: -3.709 0.357 -0.915
C: -3.988 0.440 2.069
C: -2.194 -1.802 0.776
Si: -1.357 -2.211 -2.286
C: -2.997 -2.190 -3.200
C: -0.307 -3.481 -3.152
C: -0.515 -0.573 -2.545
Si: -1.689 -2.316 2.594
C: -0.407 -3.637 3.020
C: -3.202 -3.022 3.404
C: -1.013 -0.739 3.464
H: -2.770 2.706 0.369
H: -1.097 3.016 -0.173
H: -1.423 2.981 1.567
H: -4.314 1.282 -0.879
H: -4.491 -0.439 -1.149
H: -3.115 0.448 -1.818
H: -4.354 1.472 1.997
H: -3.546 0.285 3.002
H: -4.933 -0.129 1.893
H: -3.200 -3.290 -3.366
H: -2.905 -1.753 -4.234
H: -3.763 -1.678 -2.647
H: -0.810 -4.480 -3.173
H: 0.722 -3.637 -2.746
H: -0.194 -3.112 -4.205
H: -0.961 0.218 -1.937
H: -0.556 -0.262 -3.609
H: 0.576 -0.625 -2.295
H: -0.660 -4.602 2.564
H: -0.352 -3.861 4.112
H: 0.660 -3.402 2.715
H: -3.028 -3.050 4.500
H: -3.328 -4.043 3.053
H: -4.097 -2.441 3.289
H: -1.465 0.210 3.126
H: 0.072 -0.609 3.208
H: -1.068 -0.912 4.519
C: 5.363 -0.067 0.056
C: 5.433 -1.284 -0.653
C: 4.353 -2.142 -0.638
C: 3.149 -1.736 0.027
C: 3.061 -0.423 0.545
C: 4.195 0.351 0.657
C: 2.063 -2.699 0.064
C: 2.412 -4.067 0.082
C: 1.474 -5.047 -0.147
C: 0.133 -4.611 -0.303
C: -0.925 -5.538 -0.570
C: -2.246 -5.136 -0.726
C: -2.565 -3.791 -0.645
C: -1.616 -2.710 -0.344
C: -0.198 -3.158 -0.163
N: 0.805 -2.272 -0.016
H: 6.252 0.536 0.152
H: 6.291 -1.594 -1.278
H: 4.423 -3.138 -1.105
H: 4.075 1.347 1.117
H: 3.455 -4.347 0.166
H: 1.758 -6.107 -0.301
H: -0.723 -6.649 -0.540
H: -2.934 -5.913 -0.992
H: -3.637 -3.512 -0.911
H: -3.200 -2.178 0.957
C: 1.566 9.042 0.943
C: 1.566 7.727 0.297
C: 1.952 7.519 -1.064
C: 1.939 6.260 -1.608
C: 1.642 5.131 -0.775
C: 1.334 5.263 0.565
C: 1.245 6.578 1.078
S: 1.705 3.498 -1.482
C: 3.480 3.411 -1.952
O: 1.461 2.396 -0.358
H: 1.457 9.882 0.240
H: 2.443 9.291 1.571
H: 0.668 9.159 1.594
H: 2.181 8.388 -1.658
H: 2.131 6.080 -2.648
H: 1.171 4.311 1.160
H: 0.840 6.676 2.070
H: 3.934 4.312 -1.583
H: 3.521 3.178 -3.021
H: 3.841 2.546 -1.401

Results
- HOMO (alpha / beta): -9.6 / -8.5 eV
- Charge: +1
- DFT total energy: -80204.78596 eV
- Frontier orbital gap (alpha / beta): 0.2463 / 0.1866 Eh
- Spin multiplicity: 1
- Energy above the lowest of the compared OMol25 structures with the same formula, charge and spin: 308.17 kJ/mol



(2)
C33H48BrN3P2SeZn | ωB97M-V with the def2-TZVPD basis set

Atoms and positions in Å:
N: -5.197 2.870 -3.855
C: -5.057 3.002 -2.532
C: -4.016 2.402 -1.822
C: -3.043 1.652 -2.542
C: -3.186 1.561 -3.952
C: -4.296 2.167 -4.544
C: -1.876 1.146 -1.871
Zn: 0.006 -0.132 -1.172
P: 2.589 -0.364 -0.995
C: -0.628 1.035 -2.584
C: 0.270 2.223 -2.599
C: 1.038 2.486 -3.749
C: 2.054 3.429 -3.710
C: 2.265 4.153 -2.523
C: 1.389 4.031 -1.430
C: 0.402 3.041 -1.465
Br: 3.752 5.232 -2.354
H: -1.931 1.152 -0.770
H: -0.625 0.457 -3.519
H: -3.951 2.518 -0.736
H: -2.457 0.995 -4.559
H: -5.800 3.624 -2.020
H: -4.438 2.085 -5.631
H: 0.890 1.850 -4.635
H: -0.239 2.893 -0.590
H: 2.682 3.572 -4.583
H: 1.458 4.674 -0.562
P: -1.025 -2.354 -1.593
C: 3.295 1.331 -0.832
C: 4.775 1.435 -1.221
H: 3.143 1.677 0.204
H: 2.693 1.972 -1.489
H: 5.109 2.464 -1.049
H: 5.390 0.768 -0.603
H: 4.954 1.217 -2.283
C: 2.301 -0.349 -2.817
C: 3.492 -0.896 -3.598
H: 2.102 0.686 -3.118
H: 1.411 -0.956 -3.045
H: 3.168 -1.108 -4.622
H: 4.312 -0.171 -3.636
H: 3.869 -1.830 -3.163
C: 1.364 -0.560 0.423
C: 2.142 -1.177 1.600
H: 0.574 -1.335 0.170
H: 0.913 0.392 0.764
H: 1.521 -1.935 2.091
H: 3.065 -1.665 1.255
H: 2.405 -0.405 2.335
C: -1.199 -3.676 -0.316
C: -2.064 -4.877 -0.735
H: -1.579 -3.207 0.608
H: -0.181 -4.035 -0.084
H: -3.140 -4.643 -0.743
H: -1.791 -5.265 -1.729
H: -1.897 -5.692 -0.012
C: 0.004 -3.204 -2.866
C: -0.019 -2.581 -4.269
H: -0.316 -4.258 -2.898
H: 1.025 -3.194 -2.446
H: -0.896 -2.925 -4.842
H: -0.048 -1.480 -4.254
H: 0.886 -2.887 -4.817
C: -2.651 -2.247 -2.431
C: -3.857 -1.986 -1.527
H: -2.788 -3.158 -3.044
H: -2.560 -1.412 -3.144
H: -4.778 -2.030 -2.132
H: -3.949 -2.721 -0.714
H: -3.817 -0.982 -1.080
C: -0.034 -1.420 4.262
N: -0.441 -0.030 4.126
C: -1.150 0.524 3.078
Se: -1.740 -0.327 1.549
N: -1.521 1.768 3.532
C: -1.131 1.967 4.862
C: -1.526 2.927 5.790
C: -1.225 2.669 7.134
C: -0.521 1.506 7.514
C: -0.069 0.588 6.550
C: -0.423 0.835 5.225
H: 1.049 -1.521 4.092
H: -0.602 -2.026 3.544
H: -0.254 -1.742 5.291
H: -2.102 2.376 2.973
H: -2.026 3.835 5.439
H: -1.540 3.365 7.918
H: -0.326 1.331 8.576
H: 0.526 -0.295 6.787

Results
- HOMO (alpha / beta): -12.9 / -12.9 eV
- Charge: +2
- DFT total energy: -241837.28654 eV
- Frontier orbital gap (alpha / beta): 0.1788 / 0.1787 Eh
- Spin multiplicity: 1
- Energy above the lowest of the compared OMol25 structures with the same formula, charge and spin: 98.19 kJ/mol



(3)
C33H48N8O6P2S2SeTa | ωB97M-V with the def2-TZVPD basis set

Atoms and positions in Å:
Ta: 1.076 0.754 0.579
Se: 6.346 -5.212 -1.575
N: 5.397 -4.935 -0.129
C: 4.665 -3.865 -0.331
C: 3.749 -3.310 0.637
C: 3.522 -3.918 1.877
C: 2.650 -3.322 2.756
C: 2.043 -2.125 2.387
N: 2.246 -1.530 1.216
C: 3.075 -2.117 0.328
C: 3.230 -1.494 -0.969
N: 2.529 -0.372 -1.215
C: 2.568 0.143 -2.440
C: 3.340 -0.377 -3.470
C: 4.120 -1.482 -3.215
C: 4.060 -2.067 -1.948
C: 4.825 -3.245 -1.612
N: 5.682 -3.826 -2.416
H: 4.040 -4.841 2.104
H: 2.433 -3.753 3.723
H: 1.372 -1.635 3.078
H: 1.943 1.002 -2.619
H: 3.325 0.097 -4.441
H: 4.767 -1.918 -3.965
C: -2.125 -4.021 0.152
C: -0.998 -3.542 1.045
C: -1.246 -3.846 2.510
O: -0.730 -2.087 0.841
P: -1.757 -0.914 0.874
O: -0.913 0.307 1.210
C: -2.498 -0.627 -0.774
P: -1.515 0.714 -1.506
O: -0.064 0.287 -1.311
O: -1.878 1.123 -2.951
C: -2.010 0.387 -4.225
C: -0.719 -0.327 -4.565
C: -3.210 -0.537 -4.189
O: -1.751 2.049 -0.733
C: -2.804 3.043 -1.141
C: -4.165 2.387 -1.248
C: -2.813 4.163 -0.126
O: -2.828 -1.230 1.929
C: -4.141 -0.543 2.111
C: -5.225 -1.466 1.598
C: -4.281 -0.238 3.585
H: -2.268 -5.089 0.304
H: -1.902 -3.862 -0.905
H: -3.057 -3.520 0.418
H: -0.054 -3.989 0.733
H: -2.250 -3.553 2.810
H: -0.527 -3.337 3.152
H: -1.145 -4.919 2.669
H: -3.558 -0.380 -0.698
H: -2.383 -1.530 -1.375
H: -2.190 1.194 -4.933
H: -0.471 -1.072 -3.805
H: 0.106 0.381 -4.657
H: -0.842 -0.833 -5.521
H: -3.005 -1.441 -3.611
H: -3.446 -0.841 -5.208
H: -4.089 -0.031 -3.788
H: -2.488 3.410 -2.117
H: -4.519 2.059 -0.268
H: -4.170 1.550 -1.947
H: -4.870 3.128 -1.622
H: -3.334 3.869 0.783
H: -3.329 5.020 -0.557
H: -1.808 4.474 0.145
H: -4.105 0.388 1.535
H: -5.230 -2.392 2.172
H: -5.100 -1.708 0.541
H: -6.195 -0.985 1.725
H: -4.266 -1.162 4.162
H: -5.230 0.267 3.754
H: -3.477 0.405 3.941
N: 3.458 1.390 0.878
C: 3.832 2.649 1.607
C: 4.362 3.707 0.656
C: 3.315 4.372 -0.234
C: 2.794 3.512 -1.390
N: 1.535 2.785 -1.059
H: 3.828 0.608 1.414
H: 3.982 1.389 0.006
H: 4.600 2.418 2.345
H: 2.962 3.018 2.143
H: 5.153 3.277 0.031
H: 4.837 4.478 1.264
H: 3.774 5.262 -0.664
H: 2.475 4.713 0.378
H: 3.545 2.784 -1.704
H: 2.600 4.162 -2.245
H: 1.107 2.463 -1.923
H: 0.891 3.485 -0.696
S: 0.403 2.906 1.599
C: 0.216 1.986 3.069
S: 1.359 0.675 3.075
C: -0.758 2.158 3.988
C: -1.791 3.120 3.777
N: -2.659 3.829 3.522
C: -0.900 1.219 5.055
N: -1.050 0.404 5.851

Results
- HOMO: -16.1 eV
- Charge: +3
- DFT total energy: -166335.91965 eV
- Frontier orbital gap: 0.2366 Eh
- Spin multiplicity: 1
- Energy above the lowest of the compared OMol25 structures with the same formula, charge and spin: 170.75 kJ/mol